No. 1
This record from the Open Molecules 2025 dataset describes 5 unconnected molecules or ions with the total composition C12H29NO6. The level of theory is ωB97M-V/def2-TZVPD.

```
48
C12H29NO6 | the Open Molecules 2025 dataset | ωB97M-V/def2-TZVPD
C -2.01391 -0.61996 0.47304
C -2.04570 -1.59588 -0.32260
C -1.80423 -2.65882 -1.44765
N -0.72986 -3.62481 -1.11704
C 0.55031 -2.99075 -0.86156
O 0.80607 -2.64505 0.28041
O 1.54490 -2.78824 -1.81631
H -1.83024 0.25795 1.14076
H -1.70269 -2.16623 -2.45803
H -2.77252 -3.25384 -1.49123
H -0.66186 -4.37010 -1.82117
H 1.17166 -2.62623 -2.70497
C 0.82706 -2.73418 4.71218
C 1.48827 -1.41141 4.37497
O 2.29025 -1.54680 3.21024
H 1.58073 -3.50747 4.87662
H 0.21038 -2.64614 5.61019
H 0.19689 -3.07274 3.88527
H 2.13333 -1.08710 5.19361
H 0.73685 -0.63415 4.19770
H 1.71056 -1.82592 2.48795
C -1.79206 0.33495 6.68171
C -1.90322 0.92002 5.28726
O -2.51875 2.20268 5.33953
H -2.77986 0.24664 7.13935
H -1.32606 -0.65267 6.65546
H -1.19747 0.98654 7.32815
H -2.51498 0.27792 4.65149
H -0.91476 1.02140 4.82747
H -1.96878 2.76754 5.89568
C -0.42843 2.31092 -2.00335
C -0.19425 0.85657 -2.36141
O -0.80091 0.55880 -3.61496
H -1.49868 2.52455 -1.95261
H 0.02611 2.55485 -1.04016
H -0.00679 2.96961 -2.76764
H -0.64401 0.20661 -1.60918
H 0.87730 0.63674 -2.42645
H -0.39858 1.13798 -4.27699
C 2.39400 3.02120 -7.27755
C 1.74460 3.16261 -5.91522
O 1.17742 1.92071 -5.50499
H 1.66154 2.69373 -8.01862
H 2.82636 3.96909 -7.60427
H 3.18377 2.26517 -7.25304
H 0.94314 3.90179 -5.94884
H 2.47614 3.48015 -5.16575
H 1.89092 1.27178 -5.46744
```

Properties
HOMO-LUMO gap = 0.3692 Eh
energy above the lowest of the compared OMol25 structures with the same formula, charge and spin = 54.9 kcal per mole
highest occupied orbital energy = -9.77 eV
total charge = 0
total energy = -980.67799 a.u.



No. 2
This record from the Open Molecules 2025 dataset describes a molecular structure, C12H30BaN3O7. The level of theory is ωB97M-V/def2-TZVPD.

```
53
C12H30BaN3O7 | the Open Molecules 2025 dataset | ωB97M-V/def2-TZVPD
Ba -0.10248 -0.18890 -0.16107
N -3.30372 0.98524 1.83673
O -3.60000 2.13402 1.89445
O -4.02076 0.21273 2.44499
O -2.25323 0.53800 1.36015
C 0.35589 -3.34235 -2.03993
O 0.38653 -1.94986 -2.07662
C 0.44899 -1.53199 -3.44958
C 0.84955 -0.08677 -3.58415
N -0.06482 0.75608 -2.84511
C 0.29864 2.17942 -2.80032
C -0.63575 2.92323 -1.82912
O -0.33277 2.41241 -0.56510
C -0.81152 3.41157 0.41258
H -0.25878 -3.85089 -2.78267
H 0.20799 -3.67310 -1.01191
H 1.37821 -3.69698 -2.17107
H -0.52793 -1.62330 -3.92432
H 1.11809 -2.17310 -4.02351
H 0.78134 0.20951 -4.63089
H 1.89544 0.13837 -3.37549
H -0.93079 0.64594 -3.35311
H 0.04475 2.76895 -3.68128
H 1.30591 2.34000 -2.41597
H -1.68077 2.66087 -1.99404
H -0.48278 3.97788 -2.05807
H -1.05555 2.86546 1.32379
H -1.80207 3.81057 0.19415
H -0.01097 4.09747 0.68966
C 2.84484 1.94801 0.22033
O 1.93868 1.06923 0.97776
C 2.05695 1.14825 2.45605
C 1.13294 0.16117 3.24070
N 0.90833 -1.02840 2.45229
C -0.09897 -1.80663 3.11728
C -0.51052 -2.85621 2.10592
O -1.07289 -2.25937 0.89706
C -2.35826 -2.82868 0.58276
H 2.64394 1.54317 -0.77156
H 3.91252 1.86506 0.42350
H 2.49625 2.97891 0.15852
H 1.93160 2.16445 2.82984
H 3.09161 0.93515 2.72469
H 0.20555 0.72057 3.36363
H 1.60845 -0.06647 4.19473
H 1.84719 -1.38793 2.35537
H -0.95304 -1.19034 3.39808
H 0.27521 -2.24828 4.04088
H -1.17487 -3.56131 2.60549
H 0.30242 -3.46950 1.71719
H -2.48740 -3.90815 0.50421
H -2.71485 -2.39422 -0.35115
H -3.02226 -2.47877 1.37318
```

Properties
HOMO-LUMO gap = 0.2856 Eh
energy above the lowest of the compared OMol25 structures with the same formula, charge and spin = 51.7 kcal per mole
highest occupied orbital energy = -10.41 eV
total charge = +1
total energy = -1191.31200 a.u.



No. 3
This record from the Open Molecules 2025 dataset describes 7 unconnected molecules or ions with the total composition C12H30ClF6NO13S2. The level of theory is ωB97M-V/def2-TZVPD.

```
65
C12H30ClF6NO13S2 | the Open Molecules 2025 dataset | ωB97M-V/def2-TZVPD
Cl 0.12970 -1.55067 -1.62242
O -1.05442 -1.72041 -2.43667
O -0.03052 -0.28629 -0.96371
O 0.14013 -2.53969 -0.58092
O 1.33749 -1.54839 -2.35822
C 2.63285 3.14716 0.45639
F 2.20132 2.15257 1.22129
F 3.84038 3.58887 0.94659
F 2.82377 2.69798 -0.73539
S 1.28738 4.58002 0.45329
O 0.33508 4.20580 1.52788
O 1.84768 5.92579 0.44269
N -0.03974 4.26883 -0.64889
S 0.65658 4.85379 -2.01294
O -0.01039 6.14908 -2.27302
O 2.08704 4.83079 -2.13528
C 0.00084 3.63433 -3.38193
F -1.20069 3.26589 -3.03149
F 0.00012 4.22883 -4.61737
F 0.73405 2.53674 -3.36855
C -3.65621 -4.44639 2.46158
C -4.27657 -3.48569 1.49307
O -4.39576 -2.15768 2.04841
H -2.61383 -4.13159 2.51082
H -3.50604 -5.45888 2.08691
H -4.11073 -4.43306 3.45220
H -5.30113 -3.79138 1.28103
H -3.82341 -3.51713 0.50223
H -5.08842 -2.30695 2.69612
C 3.55487 -2.08806 3.79761
C 3.60015 -1.32302 5.09642
O 2.99087 -2.10314 6.06541
H 3.93110 -3.11051 3.83168
H 4.11358 -1.65587 2.96746
H 2.53859 -2.21338 3.42403
H 3.01969 -0.40331 5.02352
H 4.62289 -1.01078 5.30767
H 3.09477 -1.65163 6.90619
C -1.98299 -0.32336 4.95322
C -1.23877 0.40154 3.81596
O -2.18656 0.91856 2.87932
H -1.32989 -0.45177 5.81639
H -2.35433 -1.29023 4.61357
H -2.84872 0.20764 5.34899
H -0.63656 -0.31487 3.25723
H -0.59605 1.21341 4.15634
H -2.65442 0.09981 2.69945
C -5.35626 1.17883 -3.12135
C -5.16024 0.98619 -1.65229
O -3.89212 1.56978 -1.30421
H -6.34304 0.84689 -3.44410
H -4.62153 0.61073 -3.69191
H -5.37961 2.24015 -3.36861
H -5.20168 -0.09267 -1.50252
H -5.91905 1.41187 -0.99569
H -3.34991 0.99423 -1.84860
C 5.65493 -0.55745 -5.58098
C 5.11871 -1.97224 -5.72813
O 5.79585 -2.61077 -6.78760
H 6.71167 -0.44624 -5.33802
H 5.16517 -0.07930 -4.73266
H 5.50950 0.01995 -6.49398
H 4.03781 -1.90849 -5.85335
H 5.38454 -2.45937 -4.78997
H 5.26051 -3.32539 -7.14019
```

Properties
HOMO-LUMO gap = 0.2740 Eh
energy above the lowest of the compared OMol25 structures with the same formula, charge and spin = 0.0 kcal per mole
highest occupied orbital energy = -3.58 eV
total charge = -2
total energy = -3363.49666 a.u.



No. 4
This record from the Open Molecules 2025 dataset describes a molecular structure, C12H30ClI2N3P3Sc. The level of theory is ωB97M-V/def2-TZVPD.

```
52
C12H30ClI2N3P3Sc | the Open Molecules 2025 dataset | ωB97M-V/def2-TZVPD
I -0.02162 1.64737 -0.47578
I 0.02871 -1.79762 0.04688
Sc 0.01421 1.00327 -4.09724
P -2.29697 0.10222 -3.01323
C -2.89160 0.04369 -1.26193
C -3.37870 1.44494 -3.64111
H -4.38801 1.03493 -3.75056
H -4.31056 -1.13029 -3.64845
H -3.03795 1.84894 -4.60393
H -2.87104 -1.76466 -4.50905
H -2.50537 0.93592 -0.74512
H -3.39507 2.24821 -2.89644
C -3.24607 -1.38257 -3.55401
H -3.99809 0.04357 -1.17748
H -3.14934 -2.16489 -2.78979
H -2.48775 -0.84947 -0.75964
P 2.22114 0.07477 -2.95755
C 2.81321 0.05145 -1.20805
C 3.19178 -1.39950 -3.48458
H 2.95176 1.82658 -4.54609
H 4.31293 1.00846 -3.70614
H 3.32455 2.21170 -2.83280
C 3.30310 1.41817 -3.58791
H 2.83262 -1.77933 -4.44736
H 4.25329 -1.12690 -3.56267
H 3.91654 -0.02456 -1.11469
H 2.35548 -0.80960 -0.70189
H 3.08970 -2.18607 -2.72586
H 2.46185 0.96698 -0.70672
Cl -0.00710 -0.03963 -6.13011
C 1.28613 -0.36237 4.86030
N 1.22894 0.82005 3.96476
C -0.03760 1.55505 4.17925
N -1.22493 0.68995 3.99601
C -1.14110 -0.49773 4.88230
N 0.11176 -1.24684 4.70122
C 0.14469 -1.95249 3.42761
P 0.04199 -0.61784 2.10855
C 1.45285 0.48929 2.56395
C -1.46163 0.35507 2.60454
H 1.29193 0.04016 5.88811
H 2.20152 -0.93774 4.64208
H -0.09320 2.41365 3.48246
H -0.03630 1.87007 5.23736
H -1.98311 -1.17295 4.66836
H -1.17604 -0.11748 5.91837
H 1.08506 -2.51888 3.32863
H -0.71200 -2.64052 3.35303
H 1.45433 1.39510 1.93468
H 2.40786 -0.02693 2.40783
H -2.36794 -0.24644 2.46765
H -1.55881 1.25371 1.97221
```

Properties
HOMO-LUMO gap = 0.2318 Eh
energy above the lowest of the compared OMol25 structures with the same formula, charge and spin = 11.4 kcal per mole
highest occupied orbital energy = -13.84 eV
total charge = +2
total energy = -3479.38938 a.u.